Computed, not measured: a cluster of 9 separate species, C41H102Cl4N6O13 in total in a non-equilibrium geometry, with ωB97M-V/def2-TZVPD.

As for the expectation value of S²: 0.75. The HOMO-LUMO gap (alpha / beta) is 6.911 / 1.893 eV.

```
! RIJCOSX wB97M-V def2-TZVPD def2/J DEFGRID3
* xyz 1 2
Cl 3.632 4.172 2.309
C 2.988 5.766 1.990
C 1.679 6.019 2.760
Cl 0.518 6.807 1.704
H 2.909 5.860 0.907
H 3.737 6.476 2.341
H 1.873 6.565 3.683
H 1.193 5.111 3.116
Cl -0.417 -4.594 -2.369
C -0.877 -2.937 -2.383
C -0.827 -2.359 -1.026
Cl -1.546 -0.706 -0.980
H -1.883 -2.801 -2.779
H -0.291 -2.340 -3.082
H 0.173 -2.087 -0.688
H -1.420 -3.061 -0.440
C 0.289 2.272 1.341
O 0.583 1.565 0.190
H 0.455 3.337 1.178
H -0.769 2.092 1.532
H 0.951 1.917 2.131
H -0.067 1.778 -0.483
C -4.070 -2.431 8.418
O -2.805 -1.771 8.491
C -1.836 -2.500 9.263
C -0.518 -1.631 9.326
N -0.157 -0.916 8.073
C 0.654 0.261 8.321
C 1.230 0.826 6.962
O 0.213 1.600 6.347
C 0.721 2.140 5.073
H -4.475 -2.720 9.388
H -3.782 -3.366 7.937
H -4.835 -1.843 7.912
H -1.533 -3.398 8.725
H -2.101 -2.786 10.281
H 0.357 -2.204 9.634
H -0.879 -0.945 10.092
H -1.076 -0.639 7.759
H 1.407 -0.225 8.940
H 0.132 1.027 8.896
H 1.593 0.045 6.293
H 2.159 1.369 7.133
H 0.865 1.347 4.339
H 1.628 2.719 5.247
H -0.049 2.774 4.634
C -1.726 8.685 -6.861
O -1.533 8.017 -5.597
C -2.463 7.096 -5.007
C -1.766 6.504 -3.735
N -0.619 5.793 -4.210
C 0.250 5.351 -3.103
C 0.607 3.828 -3.100
O -0.432 3.004 -2.572
C -1.567 2.751 -3.381
H -0.863 9.347 -6.935
H -2.586 9.354 -6.853
H -1.586 8.030 -7.721
H -2.935 6.347 -5.642
H -3.323 7.680 -4.680
H -2.526 5.893 -3.248
H -1.546 7.372 -3.114
H -0.142 6.469 -4.790
H -0.198 5.735 -2.187
H 1.233 5.815 -3.027
H 1.448 3.724 -2.414
H 0.971 3.453 -4.056
H -1.204 2.115 -4.188
H -1.935 3.591 -3.970
H -2.405 2.274 -2.873
C -7.983 6.534 4.412
O -7.459 5.558 3.440
C -8.196 5.144 2.348
C -7.577 4.009 1.541
N -7.819 2.770 2.248
C -7.182 1.570 1.683
C -5.662 1.620 1.523
O -5.294 2.061 0.262
C -3.940 1.830 -0.066
H -7.206 6.689 5.161
H -8.889 6.174 4.901
H -8.165 7.564 4.105
H -8.343 5.978 1.662
H -9.195 4.872 2.689
H -6.492 4.026 1.436
H -8.009 4.159 0.551
H -7.729 2.937 3.241
H -7.683 1.517 0.717
H -7.542 0.779 2.342
H -5.270 0.645 1.812
H -5.301 2.359 2.238
H -3.793 2.108 -1.109
H -3.626 0.796 0.080
H -3.243 2.476 0.469
C 3.529 0.258 -0.159
O 4.922 0.179 -0.696
C 4.881 0.540 -2.133
C 5.040 -0.742 -2.929
N 6.475 -1.198 -2.871
C 6.681 -2.582 -3.330
C 6.094 -2.804 -4.713
O 4.814 -3.492 -4.611
C 4.000 -3.621 -5.785
H 2.809 -0.307 -0.752
H 3.132 1.271 -0.086
H 3.608 -0.066 0.879
H 5.709 1.215 -2.349
H 3.941 1.050 -2.343
H 4.635 -0.668 -3.938
H 4.496 -1.558 -2.453
H 6.645 -1.064 -1.884
H 6.124 -3.154 -2.588
H 7.734 -2.841 -3.222
H 6.853 -3.413 -5.205
H 6.237 -1.919 -5.333
H 3.300 -4.457 -5.789
H 4.484 -3.770 -6.750
H 3.430 -2.703 -5.925
C 1.516 0.135 -3.517
O 0.662 -0.678 -4.321
C 1.051 -0.729 -5.721
C 0.057 -1.604 -6.517
N 0.407 -2.945 -6.166
C -0.316 -4.059 -6.831
C 0.159 -5.427 -6.315
O -0.841 -6.366 -6.611
C -0.813 -7.585 -5.833
H 0.928 0.292 -2.613
H 1.788 1.032 -4.073
H 2.481 -0.321 -3.297
H 2.088 -1.060 -5.776
H 0.949 0.237 -6.216
H 0.244 -1.417 -7.575
H -0.905 -1.222 -6.177
H 0.554 -3.018 -5.170
H -0.048 -4.133 -7.885
H -1.394 -4.044 -6.672
H 0.400 -5.451 -5.252
H 1.098 -5.603 -6.841
H -0.489 -7.462 -4.800
H -0.074 -8.239 -6.296
H -1.726 -8.176 -5.903
C 1.088 -1.350 1.762
O 1.862 -2.484 1.779
C 1.519 -3.539 2.682
C 2.739 -4.506 2.587
N 2.206 -5.773 3.082
C 3.293 -6.697 3.390
C 2.871 -8.138 3.795
O 3.875 -8.971 4.361
C 4.876 -9.372 3.420
H 0.026 -1.513 1.948
H 1.117 -0.791 0.826
H 1.446 -0.673 2.537
H 0.605 -4.068 2.413
H 1.405 -3.259 3.729
H 3.640 -4.068 3.017
H 3.090 -4.578 1.557
H 1.828 -6.189 2.242
H 4.100 -6.405 4.062
H 3.757 -6.838 2.414
H 2.387 -8.739 3.026
H 2.113 -7.871 4.531
H 5.429 -8.534 2.996
H 4.424 -9.900 2.580
H 5.669 -10.044 3.749
*
```